Entry from OMol25: 2 unconnected molecules or ions with the total composition ClH3O3SSi in a non-equilibrium geometry (ωB97M-V/def2-TZVPD).

Charge: 0
HOMO in eV: -11.02
DFT total energy in eV: -37427.58285
Orbital gap in eV: 9.7
Multiplicity: 1
Relative energy (zero: lowest compared OMol25 entry of this formula, charge and spin) in kcal per mole: 14.8

Element x y z (Å)
O -4.5905 0.0264 -0.0211
O -2.6547 1.5286 -0.5194
O -0.2806 1.0399 0.1641
Si 0.3892 -0.4110 -0.0186
S -3.2912 0.4885 0.2862
Cl -1.3535 -1.5500 -0.2602
H 1.0928 -1.1828 1.0555
H -1.1896 1.4131 -0.2367
H 1.2213 -0.8965 -1.1781



Entry from OMol25: 2 unconnected molecules or ions with the total composition ClH4N2P in a non-equilibrium geometry (ωB97M-V/def2-TZVPD).

Charge: 0
HOMO (alpha / beta) in eV: -7.91 / -7.91
DFT total energy in eV: -24854.71297
Orbital gap (alpha / beta) in eV: 8.0 / 8.0
Multiplicity: 1
Relative energy (zero: lowest compared OMol25 entry of this formula, charge and spin) in kcal per mole: 62.2

Element x y z (Å)
N 0.5610 -1.4873 -0.3290
N -0.9656 1.6160 0.2990
P -1.2111 0.3170 -0.6520
Cl -2.8330 -0.4613 0.2144
H 0.1556 -2.2534 0.2520
H 0.7941 -2.0222 -1.2958
H -0.3656 2.2428 -0.2664
H -1.0189 1.9712 1.2667



Entry from OMol25: 2 unconnected molecules or ions with the total composition ClH5N2Si in a non-equilibrium geometry (ωB97M-V/def2-TZVPD).

Charge: 0
HOMO (alpha / beta) in eV: -9.88 / -9.88
SMILES string: [H]/N=[SiH]\Cl.N
DFT total energy in eV: -23461.19105
Orbital gap (alpha / beta) in eV: 9.8 / 9.8
Multiplicity: 1
Relative energy (zero: lowest compared OMol25 entry of this formula, charge and spin) in kcal per mole: 67.4

Element x y z (Å)
H 1.9684 -1.8288 -1.3153
N 1.5227 -1.8119 -0.4742
Si 1.5558 -0.3088 0.2587
Cl 2.3641 1.4626 -0.2560
H 0.6571 -0.2160 1.3118
N -1.9686 0.8799 -0.0731
H -2.0566 1.3186 0.7911
H -1.2180 0.0858 0.0176
H -2.8249 0.4186 -0.2605



Entry from OMol25: 2 unconnected molecules or ions with the total composition ClHN6 in a non-equilibrium geometry (ωB97M-V/def2-TZVPD).

Charge: 0
HOMO in eV: -10.10
DFT total energy in eV: -21473.50321
Orbital gap in eV: 9.7
Multiplicity: 1
Relative energy (zero: lowest compared OMol25 entry of this formula, charge and spin) in kcal per mole: 6.4

Element x y z (Å)
N -1.9035 -0.1969 -0.6049
N 2.0591 -0.9390 1.3671
N -2.0357 -0.1474 -1.7216
N 1.6972 -0.2607 0.5341
N -1.6787 -0.4611 0.5354
N 1.3463 0.2342 -0.4796
Cl 1.2949 1.8561 -0.6956
H -0.7796 -0.0853 1.0650



Entry from OMol25: a molecular structure, ClHNO2P in a non-equilibrium geometry (ωB97M-V/def2-TZVPD).

Charge: 0
HOMO (alpha / beta) in eV: -10.48 / -9.97
DFT total energy in eV: -27409.18550
Orbital gap (alpha / beta) in eV: 9.3 / 6.6
Multiplicity: 1
Relative energy (zero: lowest compared OMol25 entry of this formula, charge and spin) in kcal per mole: 28.3

Element x y z (Å)
N 0.5851 0.8717 0.6018
O 2.3508 1.7350 -0.6076
O 1.1919 -0.2336 0.2895
P 2.4795 0.2816 -0.6118
Cl 3.6817 -0.3244 1.0234
H -0.2767 0.4098 0.8694



Entry from OMol25: a molecular structure, ClHg3O4 in a non-equilibrium geometry (ωB97M-V/def2-TZVPD).

Charge: +5
HOMO in eV: -29.47
DFT total energy in eV: -33144.00840
Orbital gap in eV: 5.1
Multiplicity: 1
Relative energy (zero: lowest compared OMol25 entry of this formula, charge and spin) in kcal per mole: 12.9

Element x y z (Å)
Hg -1.4989 -1.8611 3.0554
Hg -0.5915 3.2094 -1.7328
Hg 3.4682 0.7609 -0.5036
Cl -0.2466 -0.3801 -0.1175
O -0.9827 0.4096 -1.0920
O -0.6871 -1.6710 -0.4742
O 1.1579 -0.3682 -0.3985
O -0.6193 -0.0995 1.2634